{
  "formula": "C3H9NO2S2",
  "method": "ωB97M-V/def2-TZVPD",
  "species": ["N", "C", "C", "O", "C", "S", "S", "H", "H", "H", "H", "H", "H", "H", "O", "H", "H"],
  "xyz": [[0.751, 0.782, -1.029], [0.476, 0.911, 0.384], [1.600, 0.404, 1.228], [1.591, 0.305, 2.428], [-0.861, 0.341, 0.843], [-2.414, 1.220, 0.346], [-3.469, 0.303, -1.046], [0.596, -0.155, -1.373], [0.137, 1.397, -1.574], [0.391, 1.989, 0.684], [2.501, 0.228, 0.648], [-0.854, 0.230, 1.939], [-1.008, -0.657, 0.398], [-3.109, 0.878, -2.244], [0.953, -2.469, -0.659], [0.908, -3.427, -0.708], [1.811, -2.282, -0.265]],
  "forces_ev_per_a": [[-0.1, 0.8, -0.4], [-1.6, 1.1, 0.1], [0.2, 0.2, 0.5], [-0.2, -0.2, -0.2], [-0.7, -1.6, -0.4], [1.1, 1.5, 1.4], [-0.4, -0.9, -1.3], [-0.1, -0.3, 0.2], [0.4, -0.3, 0.4], [0.5, -0.5, -0.6], [0.7, -0.3, -0.3], [-0.3, 0.2, -0.4], [0.3, 0.1, 0.3], [0.2, -0.1, 0.7], [0.1, 0.2, 0.0], [-0.1, -0.1, 0.0], [0.0, -0.1, 0.0]],
  "e_above_lowest_ev": 1.449,
  "energy_ev": -30511.915,
  "multiplicity": 1,
  "gap_ev": 9.51,
  "smiles": "N[C@H](C=O)CSS.O"
}